ORCA calculation (ωB97M-V/def2-TZVPD) on C42H37F2N7O2P2Ti as an isolated structure in a non-equilibrium geometry.

Output
**Spin multiplicity**: 2
**Lowest unoccupied orbital energy (alpha / beta)**: -0.0789 / -0.0852 hartree
**Net charge**: +1
**HOMO level (alpha / beta)**: -8.974 / -9.815 eV
**Orbital gap (alpha / beta)**: 6.83 / 7.50 eV

```
93
C42H37F2N7O2P2Ti (ωB97M-V/def2-TZVPD)
Ti -0.08 0.09 0.40
C -2.84 2.86 4.26
N -2.49 2.47 2.92
C -3.06 2.89 1.76
C -2.44 2.22 0.75
N -1.50 1.39 1.26
C -1.54 1.56 2.58
P -0.53 0.63 3.75
C 1.06 0.99 2.93
N 1.29 1.23 1.64
C 2.62 1.51 1.54
C 3.19 1.47 2.77
N 2.20 1.16 3.65
C 2.34 0.91 5.06
C -0.92 -0.98 2.97
N -1.14 -1.24 1.68
C -1.53 -2.55 1.64
C -1.59 -3.06 2.90
N -1.23 -2.05 3.74
C -1.07 -2.13 5.17
H -3.58 3.65 4.22
H -1.96 3.21 4.80
H -3.26 2.00 4.80
H -3.85 3.61 1.74
H -2.63 2.30 -0.30
H 3.08 1.73 0.59
H 4.21 1.63 3.07
H 3.33 1.23 5.39
H 2.22 -0.15 5.27
H 1.58 1.47 5.62
H -1.72 -3.07 0.72
H -1.85 -4.04 3.24
H -1.45 -3.08 5.52
H -1.63 -1.32 5.65
H -0.02 -2.04 5.44
F -4.44 -1.87 -2.22
C -3.44 -0.97 -2.24
C -2.51 -0.98 -1.22
C -1.43 -0.09 -1.20
C -1.39 0.88 -2.23
C -2.35 0.86 -3.25
F -2.34 1.78 -4.23
C -3.37 -0.07 -3.29
C -0.42 1.98 -2.09
C -0.05 2.85 -3.12
C 0.69 3.98 -2.82
C 1.02 4.23 -1.50
C 0.70 3.27 -0.56
N 0.04 2.16 -0.84
H -2.66 -1.70 -0.42
H -4.10 -0.06 -4.08
H -0.34 2.68 -4.15
H 0.98 4.66 -3.60
H 1.54 5.13 -1.21
H 0.98 3.40 0.48
O 1.41 -1.41 2.33
C 1.42 -1.22 1.10
C 2.61 -1.74 0.39
C 3.48 -2.62 1.04
C 4.68 -2.98 0.48
C 5.07 -2.44 -0.74
C 4.20 -1.60 -1.42
C 2.96 -1.27 -0.88
P 1.69 -0.29 -1.76
C 2.86 0.73 -2.77
C 3.42 0.25 -3.95
C 4.45 0.94 -4.57
C 4.92 2.12 -4.02
C 4.35 2.62 -2.87
C 3.32 1.93 -2.25
C 1.25 -1.46 -3.11
C 0.45 -0.95 -4.13
C 0.07 -1.74 -5.19
C 0.50 -3.06 -5.26
C 1.32 -3.57 -4.27
C 1.69 -2.78 -3.19
H 3.17 -3.01 2.00
H 5.34 -3.66 1.00
H 6.03 -2.69 -1.16
H 4.51 -1.20 -2.38
H 3.07 -0.67 -4.39
H 4.89 0.54 -5.47
H 5.75 2.64 -4.49
H 4.70 3.54 -2.45
H 2.89 2.33 -1.34
H 0.15 0.09 -4.09
H -0.55 -1.33 -5.97
H 0.21 -3.68 -6.09
H 1.70 -4.58 -4.34
H 2.34 -3.19 -2.43
O 0.04 -2.62 -0.84
H 0.59 -3.41 -0.84
H -0.59 -2.72 -1.56
```

ORCA calculation (ωB97M-V/def2-TZVPD) on a 2-piece molecular cluster, C6H17NO2 overall in a non-equilibrium geometry.

Output
**Lowest unoccupied orbital energy**: 0.0256 hartree
**SMILES**: C[C@H](O)[C@@H](C)O.CNC
**HOMO level**: -8.839 eV
**Orbital gap**: 9.53 eV

```
26
C6H17NO2 (ωB97M-V/def2-TZVPD)
C -1.82 -0.30 1.29
C -1.56 -0.56 -0.18
O -0.93 -1.74 -0.40
C -0.83 0.85 -0.95
C -1.86 1.97 -0.93
O 0.41 1.41 -0.48
H -0.89 -0.34 1.85
H -2.48 -1.07 1.67
H -2.30 0.67 1.45
H -2.50 -0.56 -0.75
H 0.14 -1.69 0.03
H -0.68 0.50 -1.98
H -1.59 2.77 -1.62
H -2.85 1.61 -1.21
H -1.92 2.41 0.07
H 0.60 2.20 -1.00
C 2.12 -0.61 1.53
N 1.42 -1.01 0.31
C 2.31 -1.16 -0.85
H 2.62 0.35 1.40
H 2.85 -1.37 1.80
H 1.39 -0.50 2.33
H 0.81 -0.20 0.08
H 2.81 -0.22 -1.09
H 1.70 -1.47 -1.70
H 3.04 -1.94 -0.65
```

ORCA calculation (ωB97M-V/def2-TZVPD) on a 15-piece molecular cluster, C27H84N18O15 overall in a non-equilibrium geometry.

Output
**Lowest unoccupied orbital energy**: -0.0147 hartree
**HOMO level**: -9.538 eV
**Orbital gap**: 9.14 eV

```
144
C27H84N18O15 (ωB97M-V/def2-TZVPD)
C 7.35 -1.52 -0.89
O 7.52 -1.92 0.26
N 6.31 -1.22 -1.64
N 8.36 -1.27 -1.68
H 6.39 -1.28 -2.65
H 5.40 -1.21 -1.22
H 9.24 -1.26 -1.18
H 8.22 -0.89 -2.60
C -5.33 4.40 0.83
O -5.29 5.25 1.68
N -5.16 3.13 0.93
N -5.67 4.63 -0.43
H -5.03 2.68 1.82
H -5.11 2.63 0.06
H -5.75 3.80 -0.99
H -6.04 5.51 -0.77
C 3.28 1.62 -6.21
O 2.55 2.58 -5.99
N 2.93 0.75 -7.11
N 4.44 1.43 -5.65
H 2.09 0.94 -7.64
H 3.50 -0.06 -7.31
H 4.82 1.99 -4.90
H 5.01 0.68 -6.03
C 6.95 3.07 4.56
O 7.77 3.81 4.01
N 6.51 1.88 4.20
N 6.26 3.51 5.57
H 5.64 1.52 4.56
H 7.20 1.30 3.73
H 6.65 4.28 6.09
H 5.40 3.06 5.85
C -0.22 4.25 3.81
O -0.89 3.39 4.42
N -0.74 5.28 3.20
N 1.10 4.25 3.70
H -1.75 5.37 3.21
H -0.14 5.90 2.68
H 1.70 3.50 4.04
H 1.55 4.97 3.15
C 1.70 -0.98 6.42
O 2.31 -0.27 5.65
N 0.48 -0.82 6.65
N 2.11 -2.08 6.96
H -0.01 -0.12 6.11
H -0.08 -1.44 7.21
H 3.08 -2.23 6.76
H 1.59 -2.45 7.75
C -6.12 1.45 5.74
O -7.34 1.24 5.83
N -5.47 2.60 5.93
N -5.30 0.61 5.19
H -4.47 2.63 5.80
H -6.01 3.42 6.13
H -5.74 -0.22 4.83
H -4.38 1.01 5.09
C 3.13 -5.38 2.67
O 3.56 -6.42 3.16
N 3.83 -4.45 2.13
N 1.89 -5.01 2.55
H 3.36 -3.61 1.81
H 4.83 -4.51 2.19
H 1.14 -5.61 2.88
H 1.69 -4.09 2.17
C -3.30 -5.28 5.56
O -3.11 -4.59 4.60
N -4.40 -6.05 5.84
N -2.41 -5.24 6.49
H -5.16 -5.96 5.18
H -4.37 -6.61 6.69
H -1.56 -4.74 6.27
H -2.69 -5.44 7.44
C -7.30 -6.85 -1.83
C -5.83 -6.79 -1.22
C -5.38 -5.41 -0.78
O -5.87 -7.51 0.03
H -8.09 -6.51 -1.16
H -7.48 -7.90 -2.08
H -7.44 -6.32 -2.77
H -5.14 -7.30 -1.90
H -6.23 -4.84 -0.39
H -4.90 -4.82 -1.56
H -4.69 -5.51 0.06
H -6.32 -6.94 0.66
C 0.10 -5.99 -4.09
C 1.46 -5.35 -4.58
C 2.58 -6.09 -3.82
O 1.61 -5.74 -5.97
H 0.00 -5.87 -3.01
H -0.09 -7.03 -4.33
H -0.78 -5.47 -4.47
H 1.35 -4.26 -4.55
H 2.81 -5.87 -2.78
H 3.58 -5.91 -4.21
H 2.27 -7.14 -3.85
H 2.52 -5.58 -6.23
C 0.65 -0.18 -1.21
C 0.41 -0.17 0.28
C -0.78 -1.15 0.54
O 1.58 -0.55 1.01
H 1.50 0.44 -1.48
H -0.24 0.14 -1.76
H 1.08 -1.14 -1.48
H 0.14 0.80 0.70
H -0.96 -1.20 1.62
H -0.51 -2.11 0.10
H -1.73 -0.93 0.06
H 1.54 -0.24 1.92
C -1.04 6.58 -2.99
C -1.48 6.05 -4.31
C -0.84 6.74 -5.52
O -1.32 4.64 -4.38
H -0.01 6.40 -2.68
H -1.51 6.14 -2.10
H -1.26 7.64 -2.87
H -2.56 6.16 -4.33
H 0.20 7.04 -5.40
H -1.26 7.70 -5.81
H -0.87 6.07 -6.38
H -0.40 4.52 -4.61
C -5.20 -0.39 -5.05
C -5.90 0.49 -4.04
C -6.98 -0.16 -3.15
O -4.83 1.03 -3.26
H -4.34 -0.84 -4.55
H -4.79 0.06 -5.96
H -5.85 -1.21 -5.37
H -6.40 1.29 -4.59
H -6.48 -0.61 -2.29
H -7.56 -0.97 -3.60
H -7.71 0.56 -2.78
H -4.22 1.44 -3.87
C 7.71 5.63 -0.99
C 6.29 6.11 -0.71
C 5.25 4.99 -1.06
O 6.11 6.49 0.66
H 7.98 4.80 -0.33
H 8.45 6.41 -0.78
H 7.72 5.07 -1.92
H 5.98 7.00 -1.27
H 5.24 4.80 -2.13
H 4.23 5.30 -0.81
H 5.52 4.04 -0.59
H 6.83 6.14 1.19
```

ORCA calculation (ωB97M-V/def2-TZVPD) on one molecule with the formula C5H7N.

Output
**Lowest unoccupied orbital energy**: 0.0274 hartree
**HOMO level**: -6.711 eV
**Orbital gap**: 7.46 eV

```
13
C5H7N (ωB97M-V/def2-TZVPD)
C -0.26 0.84 0.79
N -0.12 -0.92 0.39
C 0.41 1.00 -0.40
C -0.98 1.27 1.83
C 0.76 -1.07 -1.94
C 0.44 -0.34 -0.86
H 0.56 -1.41 0.97
H -0.96 -1.49 0.28
H 0.87 1.89 -0.80
H -1.04 0.73 2.76
H -1.49 2.23 1.75
H 1.05 -0.58 -2.86
H 0.75 -2.15 -1.92
```

ORCA calculation (ωB97M-V/def2-TZVPD) on C35H55CrN2O3S as an isolated structure.

Output
**Spin multiplicity**: 2
**Lowest unoccupied orbital energy (alpha / beta)**: -0.2173 / -0.2217 hartree
**Net charge**: +2
**HOMO level (alpha / beta)**: -14.476 / -14.320 eV
**Orbital gap (alpha / beta)**: 8.56 / 8.29 eV

```
97
C35H55CrN2O3S (ωB97M-V/def2-TZVPD)
Cr 0.01 -0.50 0.14
C 0.57 -1.34 2.03
C 1.64 -0.50 1.59
C 2.14 -1.10 0.37
C 1.36 -2.28 0.16
C 0.43 -2.46 1.19
C -0.50 -3.64 1.44
C -0.26 -4.77 0.44
C -0.17 -4.17 2.85
C -1.96 -3.18 1.42
C 3.38 -0.84 -0.50
C 3.57 0.59 -1.01
C 3.35 -1.74 -1.75
C 4.60 -1.29 0.34
C 2.18 0.51 2.62
C 2.90 -0.35 3.68
C 1.03 1.25 3.32
C 3.18 1.57 2.15
H -0.02 -1.18 2.92
H 1.47 -2.93 -0.69
H 0.77 -5.13 0.50
H -0.45 -4.48 -0.59
H -0.92 -5.60 0.67
H 0.87 -4.47 2.92
H -0.79 -5.05 3.06
H -0.37 -3.43 3.62
H -2.25 -2.77 0.45
H -2.14 -2.41 2.18
H -2.62 -4.02 1.64
H 2.89 0.80 -1.83
H 4.59 0.69 -1.39
H 3.43 1.35 -0.25
H 2.44 -1.58 -2.34
H 3.43 -2.80 -1.50
H 4.20 -1.49 -2.38
H 4.76 -0.65 1.21
H 5.49 -1.25 -0.28
H 4.47 -2.31 0.69
H 2.22 -1.07 4.14
H 3.30 0.30 4.47
H 3.74 -0.90 3.25
H 0.38 0.57 3.88
H 0.41 1.81 2.61
H 1.43 1.96 4.03
H 4.08 1.14 1.71
H 3.50 2.14 3.02
H 2.75 2.28 1.44
O -0.52 -0.84 -6.75
C -0.95 -1.94 -5.97
C -0.77 -1.60 -4.52
C -1.14 -2.50 -3.53
C -0.94 -2.17 -2.21
N -0.42 -0.99 -1.83
C -0.10 -0.10 -2.78
C -0.26 -0.37 -4.13
C 0.37 1.20 -2.25
C 0.69 2.28 -3.05
C 1.08 3.47 -2.46
C 1.44 4.67 -3.28
O 1.23 4.36 -4.64
C 1.11 3.53 -1.07
C 0.79 2.40 -0.34
N 0.45 1.24 -0.91
H -0.63 -1.05 -7.68
H -0.37 -2.84 -6.19
H -2.00 -2.18 -6.15
H -1.56 -3.46 -3.78
H -1.20 -2.85 -1.42
H 0.01 0.35 -4.88
H 0.63 2.22 -4.13
H 2.48 4.93 -3.08
H 0.82 5.52 -2.96
H 1.65 5.03 -5.19
H 1.38 4.44 -0.55
H 0.81 2.41 0.74
C -3.66 4.43 0.35
C -4.42 3.11 0.34
C -3.55 1.90 0.02
S -2.18 1.70 1.16
O -1.61 0.31 0.79
C -3.02 1.40 2.72
C -4.07 0.31 2.70
C -4.46 -0.09 4.12
H -4.34 5.26 0.49
H -3.12 4.58 -0.59
H -2.93 4.47 1.16
H -5.20 3.14 -0.43
H -4.94 2.95 1.28
H -3.06 2.01 -0.96
H -4.10 0.95 0.03
H -3.42 2.38 3.02
H -2.20 1.17 3.40
H -3.68 -0.56 2.16
H -4.96 0.65 2.16
H -3.60 -0.49 4.66
H -5.23 -0.86 4.10
H -4.85 0.76 4.68
```

ORCA calculation (ωB97M-V/def2-TZVPD) on C13H16Cl2O6S3W as an isolated structure in a non-equilibrium geometry.

Output
**Spin multiplicity**: 3
**Lowest unoccupied orbital energy (alpha / beta)**: -0.3103 / -0.3242 hartree
**Net charge**: +2
**HOMO level (alpha / beta)**: -14.204 / -14.237 eV
**Orbital gap (alpha / beta)**: 5.76 / 5.42 eV

```
41
C13H16Cl2O6S3W (ωB97M-V/def2-TZVPD)
W -0.08 -0.26 -0.04
C -0.05 1.96 2.67
C 0.51 2.81 1.54
S -0.12 2.31 -0.11
C 1.39 2.39 -1.16
C 2.64 1.72 -0.61
S 2.38 0.00 0.03
C 2.80 0.19 1.82
C 1.75 -0.38 2.75
S 0.02 0.14 2.45
H -1.11 2.14 2.80
H 0.45 2.20 3.61
H 1.60 2.80 1.52
H 0.19 3.84 1.69
H 1.59 3.44 -1.36
H 1.06 1.92 -2.09
H 3.13 2.29 0.17
H 3.36 1.61 -1.43
H 3.00 1.24 2.02
H 3.74 -0.36 1.95
H 1.99 -0.14 3.79
H 1.69 -1.47 2.67
O -1.95 -1.75 -1.76
Cl -2.03 -0.35 -1.96
O -0.59 0.14 -2.10
O -2.79 0.06 -3.05
O -2.41 0.28 -0.70
Cl -0.58 -8.82 0.16
C -0.43 -7.12 0.11
C -1.23 -6.34 0.95
C -1.10 -4.97 0.92
C -0.19 -4.37 0.05
C 0.59 -5.16 -0.81
C 0.48 -6.53 -0.77
C -0.04 -2.94 0.02
O 0.66 -2.31 -0.84
O -0.59 -2.16 0.90
H -1.94 -6.81 1.61
H -1.72 -4.34 1.56
H 1.28 -4.68 -1.49
H 1.08 -7.15 -1.41
```

Looking at energy relative to the best compared isomer or geometry (same formula, charge and spin) for the records above, in order, we have 25.3 41.8 0.0 92.2 0.0 35.3 kcal per mole.